{"formula": "C7H10", "method": "ωB97M-V with the def2-TZVPD basis set", "species": ["H", "C", "H", "H", "C", "H", "H", "H", "C", "C", "C", "H", "H", "C", "H", "H", "C"], "xyz": [[2.3058, -1.0949, -0.1371], [0.4885, 0.0524, 0.0165], [2.3269, 0.4542, -0.9866], [-2.4642, -0.8704, -0.3741], [-1.4973, -0.4045, -0.1541], [-2.3694, 1.7304, 0.2239], [2.5044, 0.4166, 0.7822], [-0.3115, -0.1698, -2.1019], [-0.2053, 1.4101, 0.1517], [1.9926, -0.0455, -0.0670], [-0.3187, -0.6321, -1.1060], [-0.0877, -1.7031, -1.1755], [-0.0318, -1.6925, 1.3331], [-1.4994, 1.1146, 0.0169], [-0.6669, -0.1452, 1.9474], [0.2638, 2.2874, 0.5896], [-0.4300, -0.7075, 1.0409]], "forces_ev_per_angstrom": [[-0.0451, 0.1914, 0.0884], [0.2925, 0.0903, -0.0682], [-0.0070, -0.0581, 0.2217], [0.2819, -0.1407, 0.5411], [-0.1273, -0.1111, 0.1577], [0.1687, -0.0878, -0.1640], [-0.0349, -0.0384, -0.0496], [-0.1426, 0.0135, 0.2487], [0.0429, 0.0672, 0.0248], [0.0486, 0.0408, 0.1029], [0.0674, -0.0041, -0.1117], [0.1057, 0.2087, -0.0138], [-0.6375, -0.1576, -0.5815], [0.0514, 0.1234, 0.1178], [0.1265, -0.1651, -0.0593], [-0.0972, 0.0416, -0.4735], [-0.0940, -0.0142, 0.0184]], "relative_energy_kj_mol": 214.1, "total_charge": 0, "homo_ev": -8.79, "spin_multiplicity": 1, "total_energy_ev": -7418.8158, "e_lumo_ev": 1.06}

***

{"formula": "C41H40N12O2Sr", "method": "ωB97M-V with the def2-TZVPD basis set", "species": ["C", "N", "H", "H", "H", "C", "H", "H", "H", "C", "H", "H", "H", "N", "N", "H", "O", "N", "H", "C", "H", "C", "H", "C", "H", "C", "O", "C", "C", "H", "N", "C", "H", "H", "C", "C", "C", "C", "C", "C", "C", "C", "C", "C", "N", "H", "C", "N", "H", "C", "H", "H", "H", "C", "C", "N", "C", "C", "C", "C", "C", "H", "H", "C", "C", "Sr", "H", "C", "H", "C", "H", "N", "H", "H", "N", "C", "C", "H", "H", "H", "H", "H", "C", "C", "H", "H", "H", "H", "N", "C", "H", "C", "N", "C", "C", "H"], "xyz": [[2.7701, 3.9207, -3.9643], [-1.5357, 5.2258, -5.7923], [3.4489, 1.6240, -1.6247], [4.7124, -1.7264, -1.9154], [-4.3556, -2.1057, -0.5592], [2.8299, -3.3786, 3.9615], [-2.7771, 0.4291, -1.9523], [-1.3749, -1.3693, -2.1742], [-1.7966, -5.1930, 0.3898], [-2.0083, -4.1298, 0.3913], [-2.5201, -3.1262, -3.5548], [3.2520, -4.0453, 4.7028], [4.6051, 3.2450, -3.0884], [1.5709, 1.9857, -2.3402], [-1.1053, 1.4643, -2.5345], [4.1433, -0.0500, 1.3279], [-0.9210, 6.1198, -6.3204], [-3.1398, -3.7314, -0.1812], [0.3020, -1.1862, 3.5633], [0.8225, 2.7310, -3.1830], [-7.4147, 5.3375, 0.4318], [-5.7415, 2.4003, 0.5142], [3.6407, -0.3673, -2.2850], [1.7312, -1.6320, 1.9955], [2.9403, -3.1292, -0.2656], [4.3999, -0.2088, 0.2802], [-2.7133, 4.9905, -5.9759], [3.7098, -1.3095, -1.7425], [-2.8715, -0.0632, 0.6040], [-3.5094, 3.7871, -4.4698], [3.4238, -1.1133, -0.3247], [-7.2416, 4.2680, 0.4395], [-6.8120, 0.5130, 0.4805], [5.4175, -0.6207, 0.2344], [-1.4405, 3.3392, -4.0338], [-0.7871, 4.3521, -4.8408], [-2.8335, 3.1366, -3.9434], [-1.9723, 2.0469, 0.5211], [2.8687, -2.4133, 1.7528], [1.1808, -1.7717, 3.2836], [-0.6178, 2.4981, -3.2535], [-2.4093, 1.2745, -2.5284], [-4.1599, 0.4390, 0.6138], [3.4771, -2.4130, 0.3658], [-0.4591, -1.7391, -2.4015], [-3.3151, 3.6977, 0.4906], [-2.5781, -1.5296, 0.5300], [0.3444, 4.8570, -0.3853], [-9.0147, 1.5594, 0.3763], [1.4507, 4.4167, 0.2020], [2.4126, 2.7820, 1.2463], [-0.0531, -1.1470, -3.1165], [-0.7297, -5.3466, -4.3811], [-3.3167, 2.1027, -3.1876], [-1.5244, -3.4608, -3.8408], [0.4081, 2.4108, 0.9149], [-0.7372, 4.0912, -0.2922], [1.6950, -2.6327, 4.2503], [-1.1109, -3.2237, 0.9490], [0.5389, 4.5350, -4.8184], [-3.4321, -2.4323, -0.0941], [-5.1324, 4.4834, 0.5386], [4.5208, -2.7595, 0.4178], [3.5295, 3.1442, -3.1356], [2.8724, 2.2084, -2.3282], [0.6304, -0.0172, 0.3417], [0.4927, -3.4609, -3.0667], [-5.9469, 3.7748, 0.4978], [4.3232, -3.8245, 2.4908], [-0.5046, -3.1449, -2.7515], [-4.3815, 1.9298, -3.1031], [-1.3912, -1.9304, 0.9920], [-0.1476, -3.5191, 1.3549], [-1.2608, -3.0102, -4.7958], [-1.7939, 0.7225, 0.5827], [-4.3689, 1.8173, 0.5596], [-0.7332, 2.8844, 0.3970], [0.9766, 5.2991, -5.4459], [2.9787, -1.9990, -2.1698], [-4.9897, -0.2480, 0.6872], [2.3205, 5.0613, 0.1741], [1.2241, -2.7181, 5.2229], [-8.1263, 2.1787, 0.4101], [1.4974, 3.1718, 0.8145], [-2.3287, -5.1980, -4.7513], [-1.6271, 4.4377, -0.8064], [-0.7611, -3.7162, -1.8561], [-1.8658, -5.4363, -3.1861], [-8.3226, 3.4943, 0.3928], [1.3790, 3.7327, -3.9827], [4.4098, 0.7534, -0.2319], [3.4240, -3.2565, 2.7126], [-1.6182, -4.9585, -4.0566], [-6.8718, 1.5918, 0.4688], [-3.2305, 2.6219, 0.5127], [3.2186, 4.6718, -4.6028]], "forces_ev_per_angstrom": [[0.0100, 0.0787, -0.0609], [-0.0906, 0.0408, 0.2156], [-0.0024, -0.0248, -0.0280], [-0.0098, -0.0211, 0.0098], [-0.0101, -0.0165, 0.0266], [-0.0176, -0.0013, -0.0125], [-0.0071, 0.0222, 0.0136], [-0.0033, 0.0041, -0.0321], [0.0212, 0.0069, -0.0154], [-0.0961, -0.0138, 0.0065], [-0.0255, -0.0402, 0.0133], [0.0089, 0.0205, -0.0015], [-0.0181, 0.0044, 0.0262], [-0.0125, -0.0800, 0.0728], [-0.1395, -0.0483, 0.0507], [0.0139, -0.0228, 0.0089], [0.0393, -0.0189, -0.0184], [0.0220, 0.0859, 0.0160], [0.0013, -0.0477, -0.0272], [-0.1139, -0.1341, 0.0633], [-0.0076, 0.0004, -0.0031], [0.1817, -0.0813, 0.0318], [0.0216, -0.0042, -0.0024], [-0.2607, 0.1051, 0.2721], [-0.0221, -0.0085, -0.0025], [-0.0029, -0.0664, 0.0844], [0.0666, -0.0474, -0.0655], [0.1337, 0.0105, 0.0206], [0.1853, -0.1546, -0.0253], [0.0063, -0.0029, -0.0259], [-0.3205, 0.1238, -0.1374], [-0.1082, -0.0534, -0.0063], [-0.0121, 0.0074, -0.0024], [-0.0032, 0.0013, -0.0067], [-0.0172, 0.0845, -0.0614], [-0.2782, -0.0209, -0.0654], [0.0213, 0.0589, -0.0461], [0.2190, -0.0373, 0.0347], [-0.0353, 0.0250, -0.0927], [0.0685, -0.0230, -0.0337], [0.1501, -0.0865, 0.1102], [0.0680, -0.0035, -0.0686], [-0.0835, -0.0502, 0.0307], [0.0464, -0.0194, 0.0693], [0.0540, 0.1146, 0.2100], [-0.0043, -0.0136, -0.0316], [-0.0190, 0.1282, -0.0066], [-0.0143, -0.0623, 0.0331], [-0.0055, 0.0055, 0.0004], [-0.0225, 0.0754, -0.0508], [0.0155, 0.0362, -0.0083], [-0.0115, -0.0120, -0.0176], [0.0221, -0.0012, 0.0089], [-0.0338, -0.0597, 0.0568], [-0.0381, -0.0049, -0.0418], [-0.1161, 0.6301, -0.0031], [0.0351, 0.1059, 0.0095], [0.0352, 0.0110, -0.0510], [0.1009, 0.0043, 0.1661], [0.2525, -0.0375, 0.0247], [-0.0247, -0.1234, -0.0053], [-0.0080, -0.0024, 0.0117], [-0.0004, -0.0286, -0.0948], [0.0424, -0.0147, 0.0433], [-0.0826, 0.0836, 0.0488], [0.9443, -1.3363, -0.6495], [0.0026, 0.0000, 0.0115], [0.0108, 0.0886, 0.0225], [-0.0297, -0.0033, -0.0075], [0.0610, 0.0798, 0.0647], [0.0122, -0.0135, -0.0055], [-0.0250, 0.2904, -0.1413], [-0.0193, 0.0031, 0.0102], [0.0008, -0.0496, -0.0361], [-0.2468, 0.3966, -0.0896], [-0.1050, 0.0587, -0.0374], [-0.1435, -0.1335, 0.0678], [0.0115, -0.0109, 0.0006], [0.0012, -0.0083, 0.0095], [-0.0004, 0.0128, -0.0380], [0.0178, -0.0292, -0.0436], [0.0176, 0.0254, -0.0071], [-0.0295, 0.1158, 0.0006], [-0.2655, -0.0065, 0.1681], [-0.0144, 0.0093, -0.0138], [0.0042, 0.0229, 0.0386], [0.0447, -0.0163, 0.0030], [-0.0190, 0.0119, 0.0192], [0.1082, -0.0478, 0.0034], [-0.0085, 0.0911, -0.1206], [0.0150, -0.0020, 0.0262], [0.0037, -0.0103, 0.0380], [-0.0074, 0.0624, -0.0086], [-0.0427, -0.0643, -0.0015], [-0.0541, 0.0690, 0.0602], [-0.0083, 0.0080, 0.0186]], "relative_energy_kj_mol": 247.9, "total_charge": 2, "homo_ev": -11.38, "spin_multiplicity": 1, "total_energy_ev": -65963.3804, "e_lumo_ev": -5.61}

***

{"formula": "C6H11FO", "method": "ωB97M-V with the def2-TZVPD basis set", "species": ["H", "C", "C", "H", "C", "H", "H", "H", "H", "H", "H", "H", "C", "F", "O", "H", "C", "H", "C"], "xyz": [[1.7804, -0.6313, -1.0166], [-0.3959, 1.5765, -1.9176], [0.4377, 0.7517, -1.0008], [-0.6877, -1.8220, -0.2195], [-0.1561, -1.2175, 0.6838], [-1.5177, -1.1492, 2.2656], [0.5953, 2.3005, 0.4802], [0.3954, 1.8488, -2.8200], [-0.6038, 2.5477, -1.0787], [0.3857, -1.6384, 3.0168], [-1.5929, 0.3849, -0.0625], [1.5612, 0.8977, 0.7975], [-0.4426, 0.2706, 0.1702], [1.2112, -1.4444, 0.6000], [1.2288, -0.1339, -1.7386], [-0.7278, -2.8880, 1.7957], [0.5842, 1.2123, 0.2440], [-1.5752, 0.8345, -2.1665], [-0.4802, -1.7005, 1.9669]], "forces_ev_per_angstrom": [[-1.3450, 1.0641, -2.1915], [-1.3344, 1.2617, 0.2080], [-2.6273, -3.2671, -5.3976], [1.2163, 0.8478, 2.2392], [0.0014, 1.7813, -5.4512], [2.3755, -1.5812, -0.1952], [-0.8015, -0.6239, -0.1923], [-2.8522, -0.3643, 1.8707], [-0.1877, -2.3620, -3.5379], [-2.7123, 0.2092, -3.8130], [2.4991, 0.3287, 1.0196], [-1.8004, -0.0697, -0.7546], [-3.7397, -4.1516, 0.0061], [1.2175, -0.2417, -0.7679], [2.0766, -1.0979, 2.5273], [0.6245, 2.9112, 1.0651], [6.6134, 5.1576, 7.3640], [3.8830, 2.8782, 0.1043], [-3.1068, -2.6804, 5.8970]], "relative_energy_kj_mol": 622.0, "total_charge": 0, "homo_ev": -8.86, "spin_multiplicity": 1, "total_energy_ev": -11158.7920, "e_lumo_ev": 0.84}

***

{"formula": "C3H7O2S", "method": "ωB97M-V with the def2-TZVPD basis set", "species": ["H", "H", "H", "H", "S", "C", "C", "O", "H", "H", "C", "O", "H"], "xyz": [[1.5810, 2.6617, -0.8321], [-0.5849, 2.1887, -2.5750], [1.3131, -1.6905, 1.5357], [-1.3410, 0.7660, -1.9772], [-0.6389, 2.1078, 0.0099], [0.6589, -2.5895, 1.0185], [1.1186, 1.6694, -0.3528], [0.0091, -2.0991, 0.0492], [1.0916, 0.6437, -0.7627], [1.6892, 1.5650, 0.7032], [-1.1946, 1.7662, -1.7648], [0.6517, -3.7750, 1.4839], [-2.3102, 2.0564, -1.9206]], "forces_ev_per_angstrom": [[-0.7046, -2.8754, 0.3219], [-0.0220, 0.2899, 0.6139], [-0.6329, -1.8767, -0.3026], [0.6103, -2.5494, 0.1252], [0.1967, -0.4672, -2.0581], [-0.3874, 0.2629, 0.0934], [1.1131, 1.8061, 2.7181], [0.6420, -0.5910, 0.6881], [0.5116, 0.8299, -0.4602], [-1.4174, 0.2362, -2.3129], [-2.2306, 2.1660, 0.6266], [0.4391, 2.3224, -0.5659], [1.8821, 0.4462, 0.5124]], "relative_energy_kj_mol": 184.9, "total_charge": -1, "homo_ev": -3.87, "spin_multiplicity": 1, "total_energy_ev": -18154.6980, "e_lumo_ev": 3.13}

***

no.,strongest force on any atom (eV Å⁻¹),frontier orbital gap (eV)
1,0.88,9.86
2,1.76,5.78
3,11.16,9.70
4,3.45,7.00